[1]
Entry from OMol25: a 2-piece molecular cluster, C2H8N2S overall (ωB97M-V/def2-TZVPD).

CARTESIAN COORDINATES (ANGSTROEM)
1 S 0.959 1.171 0.704
2 N -1.916 1.021 -0.371
3 N 0.851 1.100 2.260
4 C 0.839 -0.664 0.334
5 C 0.518 -0.975 -1.114
6 H 0.553 -2.003 -1.225
7 H -2.800 1.399 -0.059
8 H 1.322 1.826 2.769
9 H 0.137 -0.961 1.034
10 H -1.661 1.684 -1.098
11 H 1.748 -1.055 0.572
12 H 1.030 -0.250 -1.757
13 H -0.453 -0.664 -1.188

Calculated values
Gap between HOMO and LUMO (alpha / beta) = 5.7 / 3.4 eV
LUMO level (alpha / beta) = -1.868 / -2.842 eV
HOMO level (alpha / beta) = -7.56 / -6.27 eV
Energy relative to the best compared isomer or geometry (same formula, charge and spin) = 133.3 kcal per mole

[2]
Entry from OMol25: C26H36NOOsSi as an isolated structure (ωB97M-V/def2-TZVPD).

CARTESIAN COORDINATES (ANGSTROEM)
1 Os -0.265 0.611 -0.393
2 Si -2.937 3.081 -0.684
3 O -1.706 2.116 -0.707
4 N 1.016 -0.707 -0.135
5 C 2.021 -1.247 0.490
6 C -1.654 -1.953 -1.510
7 C 2.482 -2.852 -2.136
8 C 3.131 1.891 0.610
9 C 3.258 -1.534 -0.201
10 C 4.377 -1.939 1.902
11 C 2.866 -0.401 -2.472
12 C 2.084 1.770 1.501
13 C -0.182 -0.584 2.880
14 C -2.909 -0.640 0.025
15 C -0.127 -2.889 1.891
16 C 2.630 2.407 -0.595
17 C 3.319 -1.643 -1.709
18 C 4.392 -1.833 0.518
19 C -3.981 -1.506 -0.103
20 C -1.711 -0.829 -0.677
21 C -3.892 -2.609 -0.935
22 C -2.723 -2.823 -1.645
23 C 3.155 -1.881 2.556
24 C -2.474 4.934 -0.922
25 C -4.203 2.731 -2.084
26 C 0.878 2.173 0.858
27 C -3.934 3.048 0.965
28 C 1.246 2.577 -0.474
29 C 0.679 -1.822 2.637
30 C 1.981 -1.592 1.897
31 H 3.473 0.454 -2.194
32 H 4.154 1.614 0.799
33 H -3.272 2.989 1.825
34 H 5.324 -2.009 -0.009
35 H 0.945 -2.226 3.625
36 H 2.555 -3.016 -3.210
37 H 1.823 -0.175 -2.232
38 H -3.755 2.892 -3.062
39 H -1.945 5.088 -1.859
40 H 0.474 -3.791 1.778
41 H -0.399 -2.511 0.906
42 H -4.542 3.942 1.081
43 H -1.046 -0.846 3.490
44 H 1.443 -2.673 -1.873
45 H -4.603 2.192 1.015
46 H -4.892 -1.316 0.448
47 H 0.016 2.569 1.389
48 H -2.650 -3.676 -2.311
49 H 5.286 -2.139 2.451
50 H 4.366 -1.841 -1.982
51 H 0.387 0.183 3.395
52 H 2.958 -0.568 -3.545
53 H -1.035 -3.143 2.434
54 H -1.831 5.297 -0.124
55 H -3.014 0.218 0.679
56 H -4.551 1.701 -2.058
57 H -0.538 -0.175 1.922
58 H -5.072 3.381 -2.010
59 H 0.643 3.187 -1.130
60 H 3.219 2.667 -1.461
61 H -3.360 5.565 -0.942
62 H 2.818 -3.750 -1.622
63 H 2.160 1.412 2.513
64 H -0.748 -2.167 -2.064
65 H -4.728 -3.294 -1.029
66 H 3.124 -2.092 3.619

Calculated values
Charge = -1
Gap between HOMO and LUMO (alpha / beta) = 5.2 / 5.2 eV
LUMO level (alpha / beta) = 1.776 / 1.684 eV
HOMO level (alpha / beta) = -3.41 / -3.50 eV
Energy relative to the best compared isomer or geometry (same formula, charge and spin) = 42.5 kcal per mole

[3]
Entry from OMol25: a 8-piece molecular cluster, C3H20BF4N6O7 overall (ωB97M-V/def2-TZVPD).

CARTESIAN COORDINATES (ANGSTROEM)
1 F 27.596 12.799 -7.144
2 F 29.685 12.761 -8.028
3 F 29.167 11.357 -6.245
4 F 29.358 13.584 -5.891
5 O 26.127 10.513 -5.559
6 O 30.488 16.159 -3.947
7 O 28.338 8.740 -4.670
8 O 32.617 16.647 -8.306
9 O 24.056 11.193 -10.020
10 O 30.470 9.390 -7.969
11 O 25.618 14.102 -5.532
12 N 31.801 17.210 -6.249
13 N 31.075 15.304 -7.305
14 N 25.849 11.446 -8.634
15 N 29.998 14.112 -3.149
16 N 30.293 15.873 -1.681
17 N 25.365 13.033 -10.233
18 C 24.957 11.887 -9.576
19 C 30.267 15.442 -2.984
20 C 31.902 16.372 -7.348
21 B 28.981 12.614 -6.844
22 H 31.027 14.674 -8.088
23 H 30.011 10.029 -7.409
24 H 30.099 15.177 -0.987
25 H 26.100 13.600 -9.849
26 H 29.823 13.787 -4.092
27 H 26.374 10.498 -6.487
28 H 25.017 13.239 -11.148
29 H 29.626 13.568 -2.391
30 H 26.001 13.665 -6.304
31 H 28.637 7.827 -4.668
32 H 26.034 11.449 -5.350
33 H 31.339 16.744 -5.473
34 H 25.712 10.501 -8.332
35 H 32.675 17.699 -6.152
36 H 29.049 9.236 -5.091
37 H 30.398 15.055 -6.599
38 H 30.831 16.703 -1.524
39 H 24.687 13.858 -5.547
40 H 30.107 9.540 -8.845
41 H 26.599 12.047 -8.311

Calculated values
Charge = -1
Gap between HOMO and LUMO = 9.3 eV
LUMO level = 2.604 eV
HOMO level = -6.74 eV

[4]
Entry from OMol25: the molecule C6H10O (ωB97M-V/def2-TZVPD).

CARTESIAN COORDINATES (ANGSTROEM)
1 O 0.603 -0.526 1.184
2 C -0.518 -0.193 -0.850
3 C -0.778 -0.591 1.502
4 C -1.024 1.138 -0.380
5 C 1.986 0.257 -0.581
6 C 0.799 -0.626 -0.227
7 C -1.519 -0.122 0.267
8 H -1.704 1.674 -1.035
9 H 1.829 1.258 -0.168
10 H -0.340 1.770 0.181
11 H -0.785 -0.567 -1.834
12 H -1.086 -1.619 1.751
13 H -0.932 0.039 2.385
14 H 2.102 0.343 -1.666
15 H 2.912 -0.141 -0.156
16 H -2.554 -0.423 0.134
17 H 1.009 -1.671 -0.509

Calculated values
SMILES = C[C@H]1OC[C@H]2C[C@H]21
Gap between HOMO and LUMO = 10.7 eV
LUMO level = 1.149 eV
HOMO level = -9.58 eV
Energy relative to the best compared isomer or geometry (same formula, charge and spin) = 13.4 kcal per mole

[5]
Entry from OMol25: C9H15Cl3IN2O2 as an isolated structure (ωB97M-V/def2-TZVPD).

CARTESIAN COORDINATES (ANGSTROEM)
1 I -0.756 -2.673 -1.054
2 Cl 0.683 2.712 -1.998
3 Cl 0.896 0.993 1.996
4 Cl -3.206 -1.017 -0.269
5 O -1.935 1.054 -2.141
6 O -0.710 -0.318 -3.441
7 N 2.254 -1.070 -0.765
8 N -0.424 -0.807 -0.185
9 C -1.588 -1.053 1.952
10 C -1.669 -0.434 0.504
11 C 1.411 -0.358 -1.740
12 C 0.079 0.184 -1.185
13 C 2.685 1.953 0.200
14 C 0.217 1.623 -0.649
15 C 1.179 1.960 0.504
16 C -0.949 0.305 -2.382
17 C -2.571 -2.157 2.322
18 H -3.585 -1.807 2.448
19 H 0.937 2.972 0.795
20 H -2.522 -3.017 1.669
21 H 3.118 2.863 0.604
22 H 2.135 -2.065 -0.828
23 H -0.587 -1.448 2.071
24 H 2.119 -0.744 0.176
25 H 2.010 0.456 -2.131
26 H 1.231 -1.031 -2.566
27 H -1.730 -0.249 2.669
28 H -2.272 -2.523 3.309
29 H 3.190 1.140 0.703
30 H 2.919 1.938 -0.854
31 H -0.757 1.990 -0.367
32 H -1.800 0.628 0.632

Calculated values
Charge = -1
Gap between HOMO and LUMO = 7.1 eV
LUMO level = 2.471 eV
HOMO level = -4.65 eV

[6]
Entry from OMol25: a 10-piece molecular cluster, C54H120N10 overall (ωB97M-V/def2-TZVPD).

CARTESIAN COORDINATES (ANGSTROEM)
1 N 1.200 0.948 -0.104
2 N 1.262 -4.139 -2.051
3 N -5.001 -1.993 4.348
4 N -2.398 -1.703 -5.045
5 N 3.682 1.477 -1.813
6 N 4.352 -3.293 3.717
7 N -2.367 4.987 0.499
8 N 0.468 5.028 -5.020
9 N -1.092 0.919 6.283
10 N -5.460 -0.543 -1.451
11 C -6.636 0.038 -1.121
12 C -4.773 -1.106 3.134
13 C -0.123 -4.705 -1.918
14 C -5.708 -1.303 5.404
15 C 1.270 6.269 -5.204
16 C -0.159 0.036 6.973
17 C -0.795 -0.039 0.684
18 C -2.351 4.548 1.745
19 C -6.262 1.065 -0.228
20 C -4.398 0.177 -0.970
21 C 5.529 1.631 0.038
22 C 0.570 -0.248 0.324
23 C -0.347 4.758 -7.411
24 C -1.019 1.362 0.442
25 C -0.193 -1.447 6.491
26 C 4.983 -2.198 4.511
27 C 1.148 7.277 -4.043
28 C -3.718 -2.609 4.776
29 C -4.963 -0.028 5.993
30 C 5.110 1.129 -1.414
31 C 5.587 -1.000 3.731
32 C -0.951 -3.938 -0.874
33 C 3.117 -2.807 -1.123
34 C 0.313 1.175 4.195
35 C 2.135 -3.904 -0.808
36 C -0.438 3.404 -3.382
37 C 1.894 -2.561 3.681
38 C -4.880 1.155 -0.076
39 C -1.063 0.849 4.837
40 C 4.317 3.589 -3.054
41 C -1.042 2.331 6.754
42 C -2.260 -4.100 -5.832
43 C 0.244 1.888 -0.041
44 C 2.123 -4.908 -2.985
45 C -0.326 5.379 1.352
46 C -1.136 5.433 0.200
47 C 1.827 0.700 -3.421
48 C 1.785 -4.389 -4.402
49 C -3.722 -3.472 6.008
50 C 5.412 -3.909 2.852
51 C -1.552 2.492 8.235
52 C 0.796 4.218 -3.777
53 C 5.248 -5.408 2.529
54 C -1.568 -2.826 -5.359
55 C -1.366 -1.075 -2.831
56 C -3.017 -1.140 -6.231
57 C -1.996 -0.581 -7.291
58 C -1.734 -0.693 -4.212
59 C 3.432 2.887 -1.956
60 C 3.305 0.605 -2.973
61 C -1.140 4.764 2.314
62 C -4.103 -1.742 1.861
63 C 3.141 -2.980 2.918
64 C 0.554 4.259 -6.235
65 H -0.435 -0.019 8.026
66 H -1.211 -1.695 6.193
67 H 5.743 -0.141 4.384
68 H -1.347 -0.179 4.614
69 H -7.621 -0.215 -1.484
70 H 0.682 5.732 1.516
71 H -0.193 2.797 -2.511
72 H 3.879 -2.581 -0.377
73 H -1.347 3.994 -3.267
74 H -0.603 2.635 -4.137
75 H -0.887 4.452 3.316
76 H 2.833 -3.945 2.514
77 H 1.583 4.270 -6.594
78 H 1.710 1.196 -4.385
79 H 5.340 3.229 -3.159
80 H 1.058 6.828 -6.115
81 H -4.464 -4.254 5.844
82 H 1.397 -0.277 -3.645
83 H -1.029 -0.280 -2.165
84 H -5.571 0.507 6.722
85 H 2.075 -5.989 -3.120
86 H -0.969 5.725 -0.826
87 H 5.388 -3.403 1.887
88 H -2.578 0.007 -8.001
89 H 0.485 2.238 4.358
90 H -6.893 1.806 0.238
91 H -4.756 0.766 5.276
92 H 0.839 -4.843 -4.698
93 H 0.204 7.074 -3.536
94 H 1.139 4.860 -2.965
95 H 5.803 -5.680 1.631
96 H 1.079 0.585 4.698
97 H 1.553 3.480 -4.039
98 H 5.862 1.567 -2.071
99 H 1.485 -3.499 -0.032
100 H 1.112 1.080 -2.692
101 H -4.085 -0.323 6.567
102 H 6.616 1.544 0.037
103 H -0.139 5.769 -7.759
104 H 3.182 -4.706 -2.827
105 H -4.350 1.952 0.423
106 H 4.469 4.639 -2.806
107 H -5.709 -0.635 2.834
108 H 6.497 -1.148 3.150
109 H -0.008 2.675 6.733
110 H 5.211 0.917 0.798
111 H -3.673 -1.860 -6.721
112 H 2.329 6.042 -5.328
113 H -5.374 -1.384 -2.004
114 H 1.817 -3.300 -4.391
115 H -0.642 -1.890 -2.819
116 H -1.493 -0.784 1.035
117 H -2.492 -4.194 -6.893
118 H -3.268 -4.233 -5.439
119 H 4.260 -5.830 2.344
120 H 2.658 -1.829 -1.269
121 H -0.685 -2.886 -0.774
122 H 3.589 -2.964 -2.093
123 H 6.409 -3.764 3.268
124 H -3.001 -1.804 4.938
125 H -0.605 -4.580 -2.887
126 H 0.443 -1.635 5.626
127 H 1.237 -3.380 3.975
128 H -4.065 -2.881 6.857
129 H 2.588 -4.808 -0.402
130 H -3.243 -2.286 2.252
131 H -0.761 -0.392 -4.598
132 H 0.830 0.493 7.000
133 H -3.386 -0.063 -1.260
134 H 0.587 2.858 -0.369
135 H 3.833 3.601 -4.030
136 H -3.737 -0.897 1.278
137 H 5.397 0.083 -1.305
138 H -5.849 -1.970 6.254
139 H 5.842 -2.706 4.949
140 H -0.212 4.020 -8.201
141 H 3.954 0.908 -3.795
142 H -2.272 -1.394 -2.317
143 H 1.260 8.323 -4.329
144 H 0.263 3.225 -6.051
145 H 1.386 -1.746 3.166
146 H 5.071 2.617 0.127
147 H 5.580 -5.996 3.385
148 H -1.595 -4.873 -5.448
149 H -3.610 -0.263 -5.973
150 H -1.387 4.914 -7.122
151 H -2.831 -4.034 6.287
152 H -3.315 -3.238 3.982
153 H -1.232 -0.040 -6.733
154 H 0.019 -5.748 -1.635
155 H 3.487 -0.341 -2.464
156 H -4.146 -0.248 3.378
157 H -1.958 1.861 0.632
158 H 1.127 -1.172 0.360
159 H -2.404 1.842 8.435
160 H 0.142 -2.210 7.194
161 H -1.056 -3.085 -4.432
162 H -4.822 -2.282 1.246
163 H -1.711 3.498 8.625
164 H 2.391 3.116 -2.185
165 H -1.475 -1.393 -7.797
166 H -0.707 -4.354 0.104
167 H 1.995 7.114 -3.377
168 H 4.291 -1.757 5.228
169 H -1.646 3.068 6.225
170 H 3.688 3.368 -1.012
171 H 0.375 1.058 3.113
172 H 3.353 -2.430 2.001
173 H -3.176 3.934 2.076
174 H -2.469 0.102 -4.089
175 H -6.738 -1.011 5.195
176 H -3.113 4.925 -0.179
177 H -2.019 -3.984 -1.088
178 H 4.844 -0.532 3.085
179 H 2.237 -2.270 4.674
180 H 2.496 -4.799 -5.119
181 H -0.817 -2.624 -6.123
182 H -1.854 1.480 4.432
183 H -0.872 2.171 9.024
184 H 2.157 1.025 -0.419

Calculated values
Charge = +1
2S+1 = 2
Gap between HOMO and LUMO (alpha / beta) = 7.4 / 3.4 eV
⟨S²⟩ = 0.764
LUMO level (alpha / beta) = -2.463 / -6.398 eV
HOMO level (alpha / beta) = -9.82 / -9.82 eV